[1]
Entry from the OMol25 dataset: a cluster of 3 separate species, C40H32ClN2O6S in total at a distorted geometry (wB97M-V/def2-TZVPD).

Last column: Mulliken charge in e.
Atoms and positions in Å:
C 1.41 -3.17 -0.47  -0.96
C 1.49 -2.19 0.72  -0.38
S 1.75 -0.47 0.26  -0.15
C 0.32 -0.09 -0.78  -1.67
C -0.94 -0.20 0.03  0.15
C -1.65 -1.38 -0.03  0.10
N -2.76 -1.61 0.70  0.39
C -3.49 -2.90 0.59  -1.08
C -2.73 -3.94 -0.22  0.45
C -2.93 -3.98 -1.71  -1.23
N -1.92 -4.76 0.33  -0.57
C -3.23 -0.65 1.52  -0.11
Cl -4.62 -0.95 2.44  -0.11
C -2.59 0.57 1.61  -0.85
C -1.46 0.80 0.85  1.45
C -0.83 2.17 0.97  0.04
O -0.67 2.69 2.04  -0.50
O -0.48 2.76 -0.20  -0.51
H 1.93 -4.09 -0.21  0.38
H 0.38 -3.47 -0.68  0.11
H 1.87 -2.74 -1.35  0.33
H 2.35 -2.45 1.33  0.51
H 0.60 -2.28 1.34  0.34
H 0.26 -0.82 -1.59  0.59
H 0.45 0.88 -1.23  0.60
H -1.30 -2.17 -0.68  0.21
H -3.71 -3.28 1.58  0.59
H -4.44 -2.69 0.10  0.48
H -2.90 -5.01 -2.06  0.45
H -3.83 -3.47 -2.02  0.35
H -2.10 -3.46 -2.19  0.29
H -1.87 -4.61 1.34  0.26
H -2.98 1.34 2.24  0.60
H -1.14 2.56 -0.88  0.39
C 9.56 -0.96 4.82  -0.50
C 9.52 -0.09 5.91  -0.48
C 8.41 0.69 6.14  -0.57
C 7.32 0.62 5.28  0.20
C 7.36 -0.23 4.17  0.14
C 8.48 -1.03 3.95  -0.55
C 6.23 -0.30 3.21  0.56
O 6.25 -1.05 2.26  -0.68
C 5.06 0.59 3.45  -0.15
C 4.01 0.58 2.54  -0.29
C 2.90 1.38 2.74  0.13
C 2.84 2.20 3.88  -0.64
C 3.88 2.21 4.79  -0.74
C 5.00 1.41 4.57  0.17
C 6.12 1.46 5.55  0.61
O 6.06 2.17 6.54  -0.65
H 10.43 -1.57 4.65  0.41
H 10.37 -0.03 6.58  0.41
H 8.37 1.37 6.99  0.48
H 8.50 -1.69 3.10  0.47
H 4.09 -0.05 1.67  0.76
H 2.09 1.38 2.03  -0.03
H 1.97 2.82 4.04  0.47
H 3.84 2.84 5.67  0.49
C -6.49 -0.09 -1.86  -0.56
C -7.42 -0.02 -2.90  -0.62
C -7.06 0.53 -4.11  -0.64
C -5.77 1.02 -4.30  0.63
C -4.85 0.96 -3.26  -0.05
C -5.21 0.40 -2.05  -0.31
C -3.47 1.52 -3.43  0.35
O -2.67 1.44 -2.51  -0.50
C -3.12 2.15 -4.72  0.34
C -1.86 2.72 -4.88  -0.52
C -1.52 3.30 -6.09  -0.62
C -2.42 3.31 -7.15  -0.55
C -3.68 2.75 -6.99  -0.60
C -4.04 2.17 -5.78  0.31
C -5.41 1.60 -5.63  0.39
O -6.19 1.60 -6.54  -0.64
H -6.77 -0.53 -0.91  0.47
H -8.42 -0.39 -2.75  0.40
H -7.77 0.59 -4.92  0.51
H -4.48 0.35 -1.25  0.50
H -1.16 2.70 -4.06  0.40
H -0.54 3.75 -6.21  0.44
H -2.15 3.76 -8.09  0.40
H -4.39 2.76 -7.80  0.50

Output
Net charge: +1
Kohn-Sham gap (eV): 6.5
E (eV): -80616.9183

***

[2]
Entry from the OMol25 dataset: the molecule C5H7NO4 at a distorted geometry (wB97M-V/def2-TZVPD).

Last column: Mulliken charge in e.
Atoms and positions in Å:
O -2.89 -0.55 0.74  -0.54
C -2.11 0.43 0.88  0.03
C -1.13 0.05 -0.13  0.69
O -1.17 1.53 -0.54  -0.52
C -0.85 -1.03 -1.12  -0.94
C 0.05 -0.87 0.07  -0.19
N 1.39 -0.45 -0.15  -0.17
C 1.99 0.56 0.52  0.50
O 1.44 1.60 0.85  -0.56
O 3.30 0.35 0.66  -0.49
H -1.76 0.81 1.86  0.31
H -1.98 1.62 -1.06  0.36
H -1.53 -1.88 -1.13  0.28
H -0.47 -0.68 -2.08  0.26
H -0.07 -1.60 0.88  0.35
H 1.99 -1.05 -0.70  0.27
H 3.77 1.17 0.45  0.35

Output
Energy relative to the best compared isomer or geometry (same formula, charge and spin) (kJ/mol): 351.34
Kohn-Sham gap (eV): 9.3
E (eV): -14974.5406

***

[3]
Entry from the OMol25 dataset: a cluster of 2 separate species, C11H20N3 in total at a distorted geometry (wB97M-V/def2-TZVPD).

Last column: Mulliken charge in e.
Atoms and positions in Å:
C -2.31 -2.70 1.62  -0.74
C -2.17 -3.09 0.35  -0.46
C -1.89 -1.38 2.04  -0.32
C -1.51 -2.16 -0.61  -0.65
C -1.10 -0.62 1.34  -0.81
C -0.58 -1.10 0.09  1.10
C 0.69 -0.76 -2.04  -2.16
C 2.04 0.06 1.32  -0.85
C 2.46 0.97 -0.83  -1.04
C -1.03 2.15 -0.78  -0.44
C 0.49 -0.53 -0.56  -0.33
N 0.29 3.77 0.30  -0.83
N -0.11 2.56 0.00  0.39
N 1.46 0.47 0.04  0.48
H -2.76 -3.32 2.29  0.51
H -2.66 -3.96 -0.24  0.30
H -2.26 -1.03 2.99  0.43
H -1.09 -2.85 -1.32  0.46
H -1.07 0.40 1.52  0.45
H 0.74 0.19 -2.56  0.37
H 1.60 -1.28 -2.22  0.41
H -0.08 -1.23 -2.49  0.59
H 2.73 -0.71 1.09  0.42
H 2.47 0.90 1.83  0.38
H 1.25 -0.50 2.02  0.27
H 3.00 1.84 -0.36  0.33
H 3.11 0.11 -1.16  0.40
H 2.00 1.50 -1.70  0.35
H -1.28 1.12 -0.98  0.26
H -1.76 2.90 -1.18  0.29
H -0.16 4.56 0.01  0.16
H 0.98 3.95 1.04  0.21
H -2.31 -1.69 -1.06  0.47
H 0.82 1.45 0.21  0.61

Output
Energy relative to the best compared isomer or geometry (same formula, charge and spin) (kJ/mol): 416.01
Net charge: +1
Kohn-Sham gap (eV): 8.5
E (eV): -16190.9615

***

[4]
Entry from the OMol25 dataset: a cluster of 8 separate species, C4H26NO8S2 in total at a distorted geometry (wB97M-V/def2-TZVPD).

Last column: Mulliken charge in e.
Atoms and positions in Å:
N -2.54 1.36 -0.40  -0.25
C -2.84 -0.19 -0.01  0.21
C -1.42 -0.94 -0.36  0.27
O -1.72 -1.96 -1.19  -0.57
C -3.38 -0.22 1.39  -0.97
S -2.93 1.17 2.53  0.05
S -1.30 0.47 3.56  0.38
C 0.15 0.99 2.55  -0.68
H -1.50 1.55 -0.45  0.31
H -2.90 2.00 0.30  0.26
H -2.91 1.60 -1.32  0.38
H -3.57 -0.56 -0.75  0.39
H -0.70 -0.15 -0.79  0.02
H -1.01 -1.28 0.57  0.00
H -0.97 -2.59 -1.12  0.44
H -3.14 -1.11 1.93  0.46
H -4.56 -0.17 1.44  0.39
H 0.92 1.24 3.24  0.47
H -0.02 1.82 1.90  0.32
H 0.54 0.14 1.92  0.19
H 1.29 -1.56 -3.98  0.29
H 1.06 -1.22 -2.41  0.32
O 1.09 -0.92 -3.30  -0.62
H 2.08 0.92 -1.51  0.26
H 2.56 1.98 -0.74  0.43
O 1.96 1.89 -1.46  -0.60
H 0.46 2.38 -1.61  0.40
H -0.66 3.23 -2.18  0.26
O -0.52 2.53 -1.60  -0.63
H 3.32 2.71 1.33  0.26
H 4.43 1.75 0.91  0.27
O 3.61 2.12 0.69  -0.58
H 3.87 -0.80 -2.12  0.28
H 3.42 -0.12 -0.73  0.22
O 3.24 -0.81 -1.37  -0.54
H 0.64 -2.91 2.56  0.30
H -0.01 -4.16 1.95  0.27
O 0.15 -3.22 1.80  -0.59
H 1.85 -2.40 -0.90  0.32
H 0.97 -2.37 0.35  0.16
O 1.00 -2.17 -0.62  -0.55

Output
Net charge: +2
Kohn-Sham gap (alpha / beta) (eV): 7.9 / 3.8
Multiplicity: 2
E (eV): -44091.9783